Formula: C5H9NS
Source: the Open Molecules 2025 dataset
Level of theory: ωB97M-V/def2-TZVPD

Last columns: bonded neighbours and bond lengths (Å).
Geometry (Å):
1 C -2.097 -1.697 -0.437  C2 1.279, H8 1.095
2 C -2.711 -0.756 0.174  C1 1.279, N6 1.446, H9 1.138
3 C 1.719 -0.469 -0.688  C4 1.531, H10 1.113, H11 1.208, H12 1.118
4 C 1.189 0.171 0.598  C3 1.531, C5 1.491, H13 1.042, H14 1.078
5 C 0.566 1.505 0.364  C4 1.491, S7 1.897, H15 1.028, H16 1.210
6 N -1.869 0.375 0.493  C2 1.446, S7 1.587
7 S -1.129 1.385 -0.481  C5 1.897, N6 1.587
8 H -1.369 -1.980 -1.204  C1 1.095
9 H -3.661 -0.625 0.785  C2 1.138
10 H 0.964 -0.321 -1.493  C3 1.113
11 H 2.788 -0.027 -1.035  C3 1.208
12 H 1.784 -1.555 -0.429  C3 1.118
13 H 1.966 0.254 1.288  C4 1.042
14 H 0.566 -0.452 1.220  C4 1.078
15 H 0.194 1.906 1.234  C5 1.028
16 H 1.101 2.286 -0.388  C5 1.210

The HOMO-LUMO gap (spin up / spin down) comes out at 8.12 / 8.03 eV. For the LUMO energy (spin up / spin down), the calculation gives -0.377 / -0.004 eV. As for the HOMO energy (spin up / spin down): -8.496 / -8.037 eV. The value obtained for the strongest force on any atom is 3.8 eV/Å. The energy above the lowest of the compared OMol25 structures with the same formula, charge and spin is 134.8 kcal/mol.

These are the Löwdin partial charges, in e, on atoms 1 to 8:
1 C 0.10
2 C -0.37
3 C -0.13
4 C -0.36
5 C -0.42
6 N -0.41
7 S 0.85
8 H 0.05

Formula: C5H9NSi
Source: the Open Molecules 2025 dataset
Level of theory: ωB97M-V/def2-TZVPD

Last columns: bonded neighbours and bond lengths (Å).
Geometry (Å):
1 C -1.205 0.900 1.080  C2 1.370, C3 1.445, H8 1.090
2 C -1.083 2.161 0.558  C1 1.370, Si7 2.038, H9 1.071
3 C -0.625 -0.365 0.689  C1 1.445, N6 1.367, H10 1.083
4 C 0.982 -0.189 -1.164  N6 1.346, Si7 2.092, H15 1.072
5 C 0.711 -2.214 0.077  N6 1.461, H11 1.092, H12 1.089, H13 1.091
6 N 0.350 -0.817 -0.155  C3 1.367, C4 1.346, C5 1.461
7 Si 0.174 1.732 -0.987  C2 2.038, C4 2.092, H14 1.472, H16 1.469
8 H -1.851 0.744 1.945  C1 1.090
9 H -1.471 3.061 0.991  C2 1.071
10 H -1.011 -1.178 1.291  C3 1.083
11 H -0.167 -2.856 -0.006  C5 1.092
12 H 1.444 -2.527 -0.666  C5 1.089
13 H 1.139 -2.343 1.072  C5 1.091
14 H -0.640 1.835 -2.209  Si7 1.472
15 H 1.921 -0.576 -1.508  C4 1.072
16 H 1.334 2.632 -1.008  Si7 1.469

The HOMO-LUMO gap (spin up / spin down) comes out at 7.12 / 7.12 eV. For the LUMO energy (spin up / spin down), the calculation gives 0.363 / 0.367 eV. As for the HOMO energy (spin up / spin down): -6.755 / -6.756 eV. The value obtained for the strongest force on any atom is 4.9 eV/Å. The energy above the lowest of the compared OMol25 structures with the same formula, charge and spin is 79.5 kcal/mol.

These are the Löwdin partial charges, in e, on atoms 1 to 8:
1 C -0.26
2 C -0.18
3 C -0.19
4 C -0.12
5 C -0.05
6 N -0.30
7 Si 0.74
8 H 0.09